{
  "formula": "C6H17NO2",
  "method": "wB97M-V/def2-TZVPD",
  "species": ["C", "C", "C", "C", "O", "O", "H", "H", "H", "H", "H", "H", "H", "H", "H", "H", "C", "C", "N", "H", "H", "H", "H", "H", "H", "H"],
  "coordinates": [[-0.2215, -0.0176, -1.1201], [-0.0040, 1.4975, -1.1910], [-1.6235, -0.3645, -1.6341], [0.8404, -0.7345, -1.9601], [-0.0791, -0.3385, 0.2736], [2.4928, 0.8155, 0.7746], [1.8158, 0.1510, 0.6582], [1.0203, 1.7354, -0.9202], [-0.6711, 1.9945, -0.4899], [-0.2150, 1.8669, -2.1922], [-2.3801, 0.1266, -1.0235], [-1.8004, -1.4387, -1.6105], [-1.7260, -0.0312, -2.6650], [0.8008, -0.3490, -2.9760], [1.8272, -0.5415, -1.5522], [0.6704, -1.8095, -1.9938], [-0.4848, 0.9624, 2.7629], [-0.5085, -1.6585, 0.7417], [0.7523, 0.8455, 2.9827], [2.2864, 1.1511, 1.7197], [1.0172, 0.0300, 3.5425], [-1.2615, 0.2855, 3.1205], [-0.8106, 1.8203, 2.1781], [-0.0601, -2.4200, 0.0879], [-0.0827, -1.7986, 1.7359], [-1.5950, -1.7800, 0.7502]],
  "forces_ev_per_a": [[-0.29, 0.03, -0.46], [0.00, -0.35, 0.13], [0.27, -0.02, 0.25], [-0.28, 0.10, 0.28], [-0.57, -1.11, 0.76], [0.47, 1.05, 2.12], [-0.55, -0.24, -0.07], [0.07, 0.08, 0.04], [-0.09, 0.06, 0.04], [0.01, -0.02, -0.10], [-0.08, 0.06, 0.00], [-0.03, -0.08, -0.03], [-0.04, 0.03, -0.03], [0.04, -0.03, -0.13], [0.18, 0.04, 0.02], [0.00, -0.09, -0.02], [0.31, 0.20, 0.08], [0.91, 0.73, -1.19], [0.10, 0.00, 0.44], [0.27, -0.71, -2.21], [-0.37, 0.08, -0.07], [0.04, -0.11, 0.03], [-0.08, -0.07, -0.03], [-0.23, -0.01, 0.17], [-0.16, 0.20, -0.05], [0.10, 0.18, 0.05]],
  "lowdin_charge": [-0.627, -0.023, -0.037, -0.022, -0.235, -0.119, -0.029, 0.072, 0.081, 0.087, 0.090, 0.077, 0.088, 0.090, 0.083, 0.077, -0.116, -0.058, 0.020, 0.044, 0.064, 0.074, 0.068, 0.087, 0.079, 0.085],
  "e_tot_ev": -12081.7312,
  "lumo_energy_ha": 0.02610,
  "e_homo_ev": -9.97,
  "largest_force_ev_per_a": 2.41,
  "total_charge": 0,
  "smiles": "COC(C)(C)C.C=N.O",
  "spin_multiplicity": 1
}